Record 1
The following is a DFT calculation (ωB97M-V/def2-TZVPD) of a 10-piece molecular cluster, C27H76N4O12 overall at a distorted geometry.

XYZ file:
```
119
Properties=species:S:1:pos:R:3:forces:R:3
C 2.277 3.057 7.528 -2.3 -3.0 -0.5
O 2.498 2.656 8.582 1.4 -2.5 7.5
N 1.439 2.495 6.703 -4.3 -2.8 -3.1
N 2.839 3.993 6.962 5.0 8.4 -4.9
H 1.311 2.881 5.779 -0.3 -0.4 0.3
H 0.703 1.886 7.031 0.4 0.1 0.1
H 3.706 4.432 7.237 -0.4 -0.3 0.3
H 2.512 4.218 6.033 0.6 0.4 0.3
C -4.006 -3.720 1.090 -0.2 -0.6 1.1
C -4.292 -2.266 0.935 -0.4 0.2 -1.8
O -3.760 -1.511 1.980 0.0 0.4 1.0
H -4.240 -4.272 0.180 0.5 0.0 0.0
H -4.682 -4.100 1.856 -0.3 -0.1 0.0
H -3.048 -3.931 1.565 0.4 0.0 -0.8
H -5.364 -2.224 0.740 -0.5 0.6 0.9
H -3.938 -1.830 0.001 0.6 -0.3 -0.3
H -4.373 -0.838 2.286 -0.1 -0.1 -0.1
C 1.861 -1.336 1.720 -1.0 0.8 1.1
C 1.102 -1.243 3.150 1.7 -0.2 -1.3
O 0.181 -2.266 3.286 -1.1 -1.2 -0.2
H 2.832 -1.811 1.858 -0.2 -0.2 -0.2
H 2.027 -0.389 1.207 0.1 0.4 0.4
H 1.213 -1.859 1.016 0.1 -0.5 0.2
H 0.546 -0.333 3.375 0.8 0.6 -0.2
H 1.864 -1.500 3.886 0.0 0.7 0.2
H -0.552 -2.014 2.720 -0.4 -0.4 0.0
C 0.197 -7.336 1.848 -1.0 -0.2 -0.5
C 1.314 -6.599 1.190 0.7 -0.5 1.7
O 2.144 -6.185 2.269 0.8 0.5 -0.1
H -0.254 -6.680 2.593 -0.6 0.1 -0.3
H 0.473 -8.216 2.430 0.5 -0.1 -0.4
H -0.452 -7.622 1.020 -0.8 -0.2 0.5
H 0.963 -5.685 0.712 0.0 -0.4 -0.8
H 1.896 -7.317 0.613 0.0 0.6 -0.6
H 1.588 -5.545 2.719 0.3 0.2 0.5
C 6.913 0.200 2.239 0.4 0.1 0.9
C 8.432 0.153 2.725 -2.1 1.4 -1.3
O 9.287 0.489 1.608 -0.1 -0.9 1.0
H 6.505 1.072 1.727 1.1 0.5 -0.3
H 6.298 0.272 3.136 -0.1 -0.7 0.3
H 6.588 -0.621 1.599 0.3 -0.4 0.3
H 8.624 -0.789 3.239 0.2 -0.3 -0.6
H 8.550 0.914 3.496 0.1 0.2 0.0
H 9.934 -0.219 1.564 0.2 0.1 -0.3
C 2.867 4.354 -0.156 -1.0 -0.5 -0.2
C 1.786 4.433 0.970 1.2 -0.5 -1.3
O 2.497 4.841 2.076 0.4 1.0 2.3
H 3.819 3.941 0.178 -0.3 -0.3 0.5
H 3.126 5.358 -0.492 -0.3 0.1 -0.2
H 2.525 3.732 -0.983 0.0 0.3 -0.3
H 1.337 3.491 1.284 0.0 -0.2 -0.6
H 0.986 5.134 0.729 -0.2 0.0 -0.3
H 2.915 5.679 1.863 0.1 0.1 0.2
C -3.630 -4.387 7.502 1.3 -0.1 0.1
C -3.404 -2.892 7.601 2.5 -1.5 -1.5
O -4.583 -2.315 7.404 -4.1 2.7 0.8
H -2.650 -4.862 7.551 -0.1 -0.5 0.3
H -4.023 -4.618 6.512 -0.2 0.1 0.1
H -4.312 -4.724 8.282 0.1 -0.2 0.0
H -2.882 -2.553 6.706 1.1 -0.4 0.1
H -2.866 -2.516 8.471 0.1 -0.3 0.3
H -4.952 -2.164 8.277 -0.7 0.2 -0.2
C 5.618 -4.208 -2.015 1.2 -0.7 -0.4
C 5.809 -5.405 -2.992 -0.8 1.1 0.8
O 6.358 -4.838 -4.150 0.5 0.1 -0.8
H 5.563 -3.253 -2.539 -1.1 -0.2 -0.4
H 6.582 -4.016 -1.544 0.0 -0.5 0.7
H 4.829 -4.427 -1.296 0.1 0.4 0.0
H 4.848 -5.875 -3.204 -0.2 0.0 -0.1
H 6.446 -6.169 -2.545 0.2 0.0 0.0
H 6.303 -5.435 -4.900 0.0 -0.2 0.1
C -1.874 2.703 -11.036 1.0 0.7 0.5
O -2.587 1.939 -10.107 -0.9 -0.9 0.3
C -2.602 0.541 -10.405 0.8 -0.1 -1.7
C -2.934 -0.341 -9.251 -1.7 0.1 1.3
N -2.249 -0.115 -8.027 1.7 0.2 1.1
C -0.800 -0.350 -8.141 0.0 0.1 0.2
C -0.053 -0.237 -6.836 0.2 -0.2 0.9
O -0.257 -1.443 -6.105 -0.2 -0.3 -1.6
C 0.067 -1.378 -4.794 0.1 0.8 2.6
H -0.847 2.341 -11.007 0.3 0.0 -0.6
H -1.825 3.734 -10.686 -0.2 0.0 0.4
H -2.246 2.808 -12.056 -0.4 -0.8 -0.1
H -1.649 0.230 -10.834 0.6 0.3 0.1
H -3.274 0.317 -11.233 -0.5 0.2 0.0
H -2.879 -1.423 -9.376 0.1 0.1 -1.1
H -3.973 -0.154 -8.981 -0.4 -0.1 -0.2
H -2.417 0.836 -7.730 0.1 0.2 0.1
H -0.335 0.309 -8.874 0.2 0.1 -0.2
H -0.624 -1.383 -8.442 -0.2 -0.1 -0.4
H -0.341 0.636 -6.251 -0.7 0.1 0.2
H 1.025 -0.087 -6.901 0.3 -0.1 -0.8
H -0.429 -0.531 -4.321 -0.6 0.1 0.2
H 1.089 -1.171 -4.476 0.9 -0.1 -0.9
H -0.188 -2.271 -4.225 -0.4 -0.2 -0.5
C -3.734 5.525 5.188 0.7 0.7 -1.3
O -3.939 5.258 3.811 -0.9 1.6 0.0
C -3.361 4.130 3.310 -0.3 -1.7 0.1
C -3.913 3.806 1.908 -0.5 -0.9 0.4
N -3.002 2.899 1.189 0.5 0.5 0.7
C -3.189 2.614 -0.223 0.3 0.3 0.8
C -2.869 3.888 -0.929 0.2 -0.2 -1.8
O -2.769 3.644 -2.383 -1.5 1.2 1.1
C -2.632 4.898 -3.087 1.2 -0.2 1.0
H -4.095 4.714 5.820 -0.3 0.2 0.2
H -4.157 6.525 5.285 -0.6 -0.4 0.7
H -2.672 5.708 5.348 0.4 -0.4 0.3
H -3.734 3.294 3.902 0.2 -0.5 0.5
H -2.282 4.107 3.462 0.4 0.2 -0.7
H -4.356 4.681 1.433 1.1 0.3 -0.5
H -4.830 3.244 2.089 -0.4 -0.1 0.2
H -3.031 2.003 1.654 0.1 0.1 0.3
H -4.204 2.254 -0.391 -0.1 -0.2 -0.6
H -2.418 1.875 -0.439 -0.4 -0.2 -0.4
H -1.929 4.272 -0.535 0.3 0.0 -0.2
H -3.621 4.615 -0.624 -0.2 0.3 -0.7
H -2.778 4.852 -4.166 0.1 -0.7 0.2
H -1.615 5.174 -2.810 0.3 0.6 -0.7
H -3.233 5.740 -2.743 -0.6 -0.4 0.4
```
Positions in Å, forces in eV/Å.

The SMILES is COCCNCCOC.COCCNCCOC.NC(N)=O.CCO.CCO.CCO.CCO.CCO.CCO.CCO. The energy above the lowest of the compared OMol25 structures with the same formula, charge and spin is 0.000 eV. The value obtained for the HOMO energy is -8.820 eV. The net charge is 0. The calculation puts the HOMO-LUMO gap at 8.9 eV.

Atomic partial charges in e from the Mulliken method, atoms 1 to 4: 0.612 -0.609 -0.361 -0.292



Record 2
The following is a DFT calculation (ωB97M-V/def2-TZVPD) of a 9-piece molecular cluster, C27H78N12O9 overall at a distorted geometry.

XYZ file:
```
126
Properties=species:S:1:pos:R:3:forces:R:3
C 0.467 -3.903 -0.825 0.0 0.0 -0.6
C 1.312 -3.352 -1.973 0.1 0.3 0.1
C 0.450 -2.849 -3.111 -0.6 0.7 0.0
O -0.446 -3.790 -3.630 -0.4 1.0 0.2
C 0.228 -4.858 -4.193 1.4 0.4 -0.3
N 2.018 -2.108 -1.599 0.3 -0.7 0.6
H -0.208 -4.657 -1.228 -0.4 0.2 -0.1
H -0.099 -3.060 -0.425 -0.3 -0.4 0.2
H 1.002 -4.463 -0.056 0.4 0.5 0.1
H 1.961 -4.133 -2.382 0.3 0.1 0.3
H 1.095 -2.382 -3.874 0.2 -0.7 -0.4
H -0.092 -1.957 -2.787 -0.6 -0.4 0.4
H 1.100 -4.488 -4.748 -0.2 0.1 -0.6
H -0.445 -5.380 -4.842 -0.2 -0.6 -0.1
H 0.738 -5.435 -3.437 -0.4 -1.0 0.4
H 2.528 -1.777 -2.401 0.3 0.2 -0.2
H 2.701 -2.264 -0.861 -0.1 0.0 -0.1
C -0.012 -0.556 5.467 -0.4 0.2 0.0
C -1.206 -0.915 4.523 0.4 1.8 0.9
C -1.073 -2.313 4.123 0.1 -1.3 -0.7
O 0.225 -2.554 3.572 -0.7 1.5 0.5
C 0.282 -3.804 3.043 0.4 -2.4 -0.7
N -2.571 -0.708 5.023 0.0 0.0 0.1
H 0.955 -0.619 4.957 -0.3 0.3 -0.2
H 0.080 -1.289 6.274 -0.3 -0.1 0.0
H -0.101 0.421 5.964 -0.1 -0.1 -0.4
H -1.203 -0.352 3.589 0.5 0.4 0.1
H -1.847 -2.495 3.371 0.0 -0.5 0.0
H -1.172 -2.992 4.969 -0.4 -0.2 0.2
H 1.300 -3.988 2.713 0.2 0.0 -0.1
H -0.395 -4.026 2.208 -0.1 0.6 -0.1
H 0.030 -4.601 3.757 0.1 0.2 0.3
H -2.747 -1.147 5.915 0.1 -0.1 0.2
H -2.828 0.270 5.112 0.3 -0.2 -0.1
C 5.863 0.467 2.906 -0.2 1.5 1.4
C 4.526 1.203 3.246 1.7 -0.7 -0.9
C 3.613 0.941 2.125 -0.1 0.5 -0.7
O 4.224 1.451 0.961 -0.6 0.0 -0.7
C 3.296 1.306 -0.069 -0.3 0.2 -0.8
N 3.880 0.809 4.444 -0.1 -0.2 1.7
H 5.692 -0.604 2.922 0.3 -0.2 -0.1
H 6.625 0.795 3.642 -0.3 -0.6 -0.2
H 6.210 0.844 1.949 0.0 -0.4 -0.2
H 4.750 2.276 3.257 -0.1 -0.1 0.3
H 2.680 1.476 2.287 -0.4 0.0 0.1
H 3.392 -0.134 2.024 0.0 0.1 0.0
H 3.067 0.250 -0.243 0.0 0.0 -0.2
H 3.635 1.796 -0.978 0.5 -0.2 -0.2
H 2.347 1.800 0.143 -0.3 0.1 0.4
H 3.334 -0.045 4.347 0.3 0.0 -0.2
H 3.200 1.529 4.639 -0.2 0.0 0.4
C -4.799 -5.972 1.392 -0.5 0.2 -0.2
C -3.697 -5.145 0.732 -0.2 -1.3 1.4
C -3.791 -3.745 1.176 0.3 1.9 -1.0
O -2.713 -3.026 0.544 -0.4 -0.4 0.3
C -3.011 -1.661 0.456 0.9 0.8 -0.2
N -2.446 -5.674 1.268 0.2 -0.7 0.0
H -5.784 -5.598 1.134 -0.2 -0.1 -0.5
H -4.803 -5.886 2.472 0.5 -0.1 0.3
H -4.725 -7.022 1.108 -0.1 0.0 0.0
H -3.786 -5.228 -0.344 0.0 0.2 -0.4
H -3.740 -3.619 2.252 0.2 -0.3 0.4
H -4.704 -3.239 0.856 -0.4 -0.3 -0.1
H -2.265 -1.190 -0.174 0.6 0.0 0.1
H -2.966 -1.157 1.438 -0.4 -0.1 -0.3
H -3.901 -1.449 -0.126 -0.8 -0.1 0.4
H -2.460 -6.693 1.195 0.3 0.4 0.0
H -1.626 -5.316 0.800 0.0 0.1 -0.2
C 1.798 4.900 -3.779 0.3 1.4 0.0
C 2.884 4.082 -3.140 0.9 0.8 -0.2
C 2.996 2.838 -3.945 -0.1 -0.5 -0.1
O 1.969 1.953 -3.581 -0.1 0.1 0.7
C 2.071 0.727 -4.222 0.0 -0.5 -0.3
N 4.233 4.770 -3.260 -1.6 0.4 0.5
H 0.845 4.386 -3.890 0.2 0.1 0.1
H 2.173 5.181 -4.760 -0.2 0.0 -0.3
H 1.660 5.849 -3.252 -0.3 -0.1 0.1
H 2.650 3.904 -2.098 -0.1 -0.4 0.3
H 3.968 2.400 -3.780 0.5 -0.5 -0.1
H 2.873 3.116 -5.000 0.4 -0.2 -0.1
H 1.201 0.139 -3.931 -0.1 0.0 -0.4
H 2.953 0.131 -3.952 0.2 0.3 0.3
H 2.151 0.900 -5.298 -0.4 -0.3 -0.2
H 4.016 5.760 -3.082 0.5 -0.4 -0.1
H 4.798 4.471 -2.464 0.0 0.1 -0.3
C -2.955 2.414 -2.779 0.6 0.4 -0.5
C -1.492 2.223 -3.175 0.2 0.6 0.2
C -1.221 2.817 -4.538 0.6 0.1 -0.1
O -1.926 2.103 -5.514 -0.5 -0.9 1.2
C -1.870 2.648 -6.761 0.0 1.2 -1.4
N -0.587 2.824 -2.107 -2.1 -1.1 -0.9
H -3.089 2.017 -1.786 -0.5 -0.2 0.3
H -3.574 1.938 -3.531 -0.2 -0.4 0.2
H -3.257 3.470 -2.820 0.3 0.0 0.3
H -1.345 1.146 -3.293 0.4 -0.1 0.3
H -0.150 2.794 -4.717 0.5 -0.5 -0.3
H -1.440 3.875 -4.608 -0.6 0.6 0.3
H -2.463 2.070 -7.463 0.1 -0.4 0.1
H -0.840 2.721 -7.117 0.2 -0.1 -0.2
H -2.293 3.668 -6.817 0.1 0.0 0.3
H 0.298 3.133 -2.466 0.1 0.2 -0.2
H -1.184 3.574 -1.776 0.8 0.4 0.4
C -4.062 2.361 1.192 0.2 1.1 0.8
O -4.352 1.532 0.364 0.1 -0.1 0.0
N -5.007 3.315 1.663 0.6 -0.3 -0.4
N -2.754 2.498 1.769 -1.9 -0.4 0.1
H -4.654 4.242 1.906 -0.1 -0.6 -0.1
H -5.895 3.319 1.156 0.7 -0.1 0.2
H -2.195 1.678 1.538 0.3 0.2 -0.3
H -2.825 2.535 2.788 0.0 0.2 -0.3
C 0.129 0.136 0.526 -0.1 -1.2 1.5
O -0.414 0.978 1.274 0.9 -1.1 -1.4
N 0.134 0.197 -0.858 0.3 -0.7 2.1
N 0.793 -1.017 1.147 -0.8 1.6 -1.8
H 0.744 -0.495 -1.299 -0.2 0.4 -0.1
H -0.146 1.087 -1.277 0.2 0.0 0.1
H 0.878 -1.819 0.543 0.1 0.2 -0.2
H 0.574 -1.335 2.090 -0.4 0.8 -0.1
C 0.629 3.229 4.422 -0.2 -0.1 0.1
O 1.726 2.779 4.690 -0.1 -0.2 -0.1
N -0.072 2.820 3.248 0.6 1.5 1.9
N -0.004 4.077 5.370 -0.5 -0.7 -2.1
H -0.688 3.487 2.794 0.0 -0.2 0.2
H 0.508 2.330 2.580 -0.1 -0.1 0.1
H -0.591 4.769 4.910 0.1 0.0 0.8
H 0.548 4.341 6.180 0.0 0.0 -0.7
```
Positions in Å, forces in eV/Å.

The SMILES is COC[C@H](C)N.COC[C@H](C)N.COC[C@H](C)N.COC[C@H](C)N.COC[C@H](C)N.COC[C@H](C)N.NC(N)=O.NC(N)=O.NC(N)=O. The energy above the lowest of the compared OMol25 structures with the same formula, charge and spin is 0.391 eV. The value obtained for the HOMO energy is -8.216 eV. The net charge is 0. The calculation puts the HOMO-LUMO gap at 8.7 eV.

Atomic partial charges in e from the Mulliken method, atoms 1 to 4: -1.021 0.472 -0.978 -0.406



Record 3
The following is a DFT calculation (ωB97M-V/def2-TZVPD) of a 11-piece molecular cluster, C27H79F6N5O12P overall at a distorted geometry.

XYZ file:
```
130
Properties=species:S:1:pos:R:3:forces:R:3
P 0.331 0.553 0.741 0.2 -1.9 0.2
F -0.390 0.812 2.155 0.1 0.1 0.1
F 0.605 -1.034 1.111 -0.3 0.9 0.1
F -1.125 0.119 0.167 0.0 0.7 -0.4
F 0.967 0.247 -0.721 0.3 0.4 0.2
F 0.248 2.109 0.371 -0.6 0.1 -0.2
F 1.768 0.856 1.436 0.5 0.0 -0.3
C -0.559 5.244 2.262 -0.1 0.9 0.8
O 0.380 6.181 1.732 0.3 -0.4 -0.3
H -0.262 4.244 1.964 0.0 0.0 -0.2
H -0.536 5.331 3.352 0.1 -0.3 0.1
H -1.591 5.458 1.983 0.1 -0.1 -0.5
H 0.039 7.069 1.625 -0.4 -0.1 0.1
C 0.724 2.043 4.454 0.2 2.0 0.3
O 1.181 3.083 5.356 -0.6 0.0 0.4
H 0.283 1.228 5.023 0.6 -0.4 -0.3
H -0.090 2.485 3.874 0.1 0.0 0.0
H 1.591 1.919 3.804 -0.5 -1.2 -0.1
H 2.125 2.983 5.471 0.1 -0.1 -0.1
C 3.897 2.078 -2.014 -0.6 1.0 0.0
O 5.255 2.242 -1.585 -0.5 -0.3 -0.2
H 3.247 1.546 -1.318 0.7 -0.6 0.1
H 3.381 3.047 -2.053 0.3 0.2 -0.2
H 3.871 1.647 -3.016 -0.2 -0.3 0.1
H 5.702 2.460 -2.407 0.4 0.1 0.2
C -4.773 1.523 0.822 -0.7 -0.3 -0.1
C -4.894 0.056 0.357 0.8 1.1 0.9
C -6.381 -0.268 0.246 1.0 -0.2 0.4
O -6.505 -1.658 0.029 -0.4 0.0 0.0
C -7.847 -2.088 0.135 0.5 -0.5 -1.1
N -4.159 -0.215 -0.860 -0.6 -0.2 -0.7
H -5.183 2.200 0.069 0.0 0.1 0.0
H -3.782 1.874 1.098 0.2 -0.3 -0.2
H -5.385 1.592 1.724 0.0 0.2 0.0
H -4.446 -0.495 1.195 -0.4 -0.4 0.0
H -6.858 0.340 -0.531 0.0 -0.2 -0.2
H -6.829 0.011 1.208 -0.2 -0.1 0.0
H -7.868 -3.155 -0.097 0.2 -0.1 0.5
H -8.428 -1.684 -0.705 -0.3 0.5 0.4
H -8.250 -1.873 1.124 -0.3 0.0 -0.1
H -4.148 -1.219 -1.000 0.1 0.1 -0.2
H -3.199 0.103 -0.849 0.1 -0.1 0.4
C -2.896 -2.360 3.180 0.4 1.2 -1.1
C -1.421 -2.813 2.976 -1.2 -0.4 0.6
C -0.630 -1.994 3.963 1.0 0.0 0.1
O 0.762 -2.310 3.944 -0.5 0.6 0.5
C 1.450 -1.248 4.571 1.6 -0.3 -0.5
N -1.232 -4.257 3.285 -1.6 0.1 -0.5
H -3.150 -2.319 4.239 -0.2 0.0 0.0
H -3.703 -2.797 2.584 0.4 -0.9 0.2
H -2.928 -1.357 2.730 0.0 0.3 0.7
H -1.159 -2.579 1.945 0.4 -0.2 0.1
H -0.998 -2.198 4.980 -0.2 -0.1 0.0
H -0.755 -0.919 3.793 -0.2 -0.1 -0.2
H 1.664 -0.445 3.860 -0.8 0.4 0.0
H 2.482 -1.528 4.802 -0.2 -0.7 0.2
H 0.997 -0.893 5.497 -0.3 0.1 0.0
H -1.767 -4.718 2.538 0.7 -0.2 -0.2
H -1.944 -4.412 4.009 0.6 0.0 0.5
C 0.139 -3.894 -0.678 2.0 -1.0 -1.0
C 1.415 -4.305 0.084 -0.2 -0.1 1.0
C 2.633 -3.879 -0.728 0.1 0.4 0.3
O 3.814 -4.434 -0.155 -0.4 -0.3 -0.5
C 4.935 -4.110 -0.927 0.1 -0.2 -0.2
N 1.473 -3.731 1.488 0.6 1.1 -2.6
H -0.781 -4.386 -0.381 -0.1 0.5 0.5
H 0.354 -4.292 -1.679 -0.5 0.1 -0.2
H 0.199 -2.812 -0.784 -0.9 0.1 0.3
H 1.528 -5.391 0.181 -0.4 -0.1 -0.1
H 2.772 -2.789 -0.705 -0.3 0.2 0.0
H 2.513 -4.156 -1.784 0.2 -0.3 0.0
H 5.790 -4.633 -0.501 0.1 0.3 0.1
H 5.089 -3.024 -0.979 0.2 0.0 0.2
H 4.838 -4.457 -1.967 -0.1 -0.1 0.0
H 0.948 -2.854 1.358 -0.5 -0.8 0.7
H 2.359 -3.215 1.364 0.3 -0.8 1.4
C -3.097 -1.635 -6.528 -0.2 -1.0 0.4
C -1.722 -2.114 -6.079 0.6 -0.4 0.3
C -1.756 -2.834 -4.717 -1.8 -0.3 0.5
O -0.557 -3.396 -4.245 0.4 0.8 -0.4
C 0.336 -2.366 -3.833 0.4 0.1 0.1
N -1.170 -3.042 -7.067 0.0 0.6 -0.5
H -3.780 -2.492 -6.451 -0.1 0.1 0.2
H -3.141 -1.374 -7.584 0.4 0.4 0.1
H -3.480 -0.848 -5.883 0.0 0.1 -0.1
H -1.069 -1.242 -5.991 0.1 0.0 -0.2
H -2.471 -3.661 -4.824 0.3 -0.2 -0.2
H -2.239 -2.258 -3.911 0.3 0.5 -0.1
H 0.447 -1.582 -4.583 0.0 -0.1 -0.2
H 1.316 -2.803 -3.652 0.0 -0.2 -0.1
H 0.041 -1.856 -2.912 -0.3 -0.2 0.1
H -0.408 -3.587 -6.689 -0.1 -0.1 0.1
H -1.895 -3.661 -7.406 0.1 -0.2 0.1
C -0.973 4.630 -1.450 1.4 0.0 -0.1
C -1.789 3.455 -1.982 -0.2 1.2 -0.3
C -0.964 2.484 -2.831 0.9 0.7 0.4
O -0.593 3.143 -4.041 -0.6 -0.3 0.0
C 0.454 2.545 -4.730 0.8 -1.0 -0.1
N -2.471 2.855 -0.879 -0.5 -1.1 1.3
H -0.412 5.102 -2.263 0.0 -0.2 0.0
H -0.239 4.285 -0.720 0.1 0.0 0.0
H -1.524 5.443 -0.979 -0.5 -0.3 0.0
H -2.504 4.010 -2.605 -0.3 -0.8 -0.3
H -1.448 1.509 -2.946 -0.4 0.1 -0.5
H -0.034 2.263 -2.298 0.1 -0.1 0.3
H 1.355 2.335 -4.131 0.0 0.8 0.4
H 0.709 3.161 -5.587 0.0 0.1 0.0
H 0.290 1.515 -5.084 -0.9 0.1 -0.2
H -3.159 2.139 -1.085 -0.1 0.4 -0.7
H -1.854 2.357 -0.229 0.2 0.7 -0.4
C 4.668 -0.927 1.953 0.9 -0.7 0.4
C 5.101 -0.247 3.257 -1.3 0.7 -0.8
O 5.028 -1.124 4.360 0.5 -0.2 -0.1
O 3.453 -1.645 2.029 0.3 1.0 -0.2
H 5.470 -1.630 1.698 -0.2 -0.3 0.0
H 4.662 -0.195 1.140 -0.1 0.2 0.1
H 4.402 0.586 3.420 0.1 0.1 0.0
H 6.090 0.181 3.053 0.2 -0.1 0.3
H 5.142 -0.587 5.148 0.0 -0.1 0.1
H 2.777 -0.993 1.791 -0.3 -0.3 0.2
C 4.064 3.341 1.444 -0.3 -0.6 1.8
C 4.029 4.827 1.234 -1.0 0.0 -1.1
O 2.763 5.155 0.629 0.7 0.1 0.3
O 3.098 3.039 2.468 0.1 0.1 0.5
H 5.017 3.036 1.891 0.1 0.0 -0.3
H 3.826 2.693 0.605 0.3 0.5 -0.5
H 4.847 5.143 0.579 -0.1 0.2 0.0
H 4.022 5.371 2.182 0.7 -0.3 0.1
H 2.183 5.262 1.396 -0.4 0.2 -0.6
H 2.267 2.748 2.083 0.1 -0.1 -0.3
```
Positions in Å, forces in eV/Å.

The value obtained for the HOMO energy is -6.126 eV. The net charge is -1. The calculation puts the HOMO-LUMO gap at 8.5 eV.

Atomic partial charges in e from the Mulliken method, atoms 1 to 4: 2.473 -0.580 -0.373 -0.060



The highest HOMO energy belongs to which entry? C27H79F6N5O12P



Which of these has the lowest HOMO energy? C27H76N4O12